Here is C31H41NOP2SiW as an isolated structure from the Open Molecules 2025 dataset. Energies are from ωB97M-V/def2-TZVPD.

Geometry as XYZ:
```
78
Properties=species:S:1:pos:R:3:forces:R:3
W -0.29424 -0.45402 0.11009 0.62 3.19 -2.62
Si -0.76537 -2.52829 -0.88013 0.24 -2.01 -0.54
P 0.66075 0.18653 -2.44629 0.46 0.20 -0.71
N -1.60841 0.65952 -0.28850 0.35 -0.54 -0.39
H 0.62105 -1.20085 1.18830 2.83 -1.87 1.75
C 1.82654 1.60991 -2.49869 0.17 -0.01 0.06
H 2.16301 1.82125 -3.52434 -0.09 -0.16 0.23
H 2.68437 1.42510 -1.84293 -0.28 0.05 -0.24
H 1.29350 2.48785 -2.13297 -0.02 0.05 0.05
C 1.61398 -1.10086 -3.37553 -0.01 0.15 -0.01
H 1.95141 -0.70922 -4.34985 -0.10 -0.06 0.37
H 0.98684 -1.97943 -3.55927 0.06 0.14 0.10
H 2.48240 -1.39391 -2.77417 -0.21 0.07 -0.12
C -0.48343 0.79292 -3.80609 -0.01 -0.21 0.43
H 0.08990 1.01210 -4.72898 -0.16 -0.18 0.57
H -0.97241 1.71859 -3.46848 0.07 -0.30 -0.06
H -1.25591 0.04619 -4.03349 0.18 0.19 0.10
C 0.37664 -4.03354 -0.66950 -0.42 -0.24 -0.20
H 0.75244 -4.11504 0.36309 -0.17 -0.08 -0.45
H 1.20182 -3.99060 -1.39902 -0.17 -0.19 0.38
H -0.27350 -4.90002 -0.87967 0.52 0.05 0.01
H -1.99537 -2.91362 -0.20386 -0.86 -0.46 0.21
H -1.07465 -2.50815 -2.32223 -0.21 -0.04 -0.43
C -2.61926 1.49473 -0.49564 0.09 -0.17 0.50
C -3.38504 3.69789 -0.39346 -0.28 0.17 -0.29
C -2.34488 2.84090 -0.14563 -0.83 -1.25 -0.47
C -3.79139 0.93133 -1.06371 1.34 0.97 0.60
C -4.75933 1.86355 -1.32713 -0.62 0.13 -0.18
C -4.56180 3.21353 -0.99825 -0.29 0.37 0.05
H -3.23652 4.73343 -0.12476 -0.45 0.26 -0.16
H -1.35188 3.06226 0.28799 -0.87 0.03 -0.26
H -3.78827 -0.15726 -1.28098 -0.23 1.00 0.08
H -5.66437 1.49609 -1.80090 -0.18 0.50 0.03
H -5.35981 3.91830 -1.22009 0.12 -0.10 0.05
C 2.81652 -0.91709 0.63178 0.99 0.01 -0.94
O 2.79597 -0.31819 -0.46718 -0.39 -1.07 2.56
C 3.14478 -0.23778 1.97677 0.71 0.29 -0.51
H 3.90695 -0.90900 2.43616 -0.63 0.68 0.01
H 2.33550 -0.05850 2.71745 0.56 -0.27 -0.89
H 3.67765 0.68319 1.68389 -0.49 -0.01 0.44
C 3.12377 -2.42389 0.69121 0.41 0.33 0.26
H 3.89930 -2.53949 -0.08721 -0.32 -0.32 0.29
H 2.29409 -3.11544 0.50925 0.31 0.53 -0.02
H 3.57768 -2.61683 1.69383 -0.49 -0.28 -0.95
C 2.01151 -3.04605 5.01956 0.37 0.06 -0.22
C 1.18523 -3.68197 4.09677 -0.42 0.04 -0.16
C 0.23888 -2.93223 3.41023 0.06 0.27 0.03
C 0.20036 -1.54399 3.59659 -0.67 0.45 -0.36
C 0.97615 -0.91588 4.57968 -0.39 -0.36 -0.13
C 1.90579 -1.67867 5.27866 -0.14 -0.34 -0.15
P -0.89720 -0.63743 2.39059 -0.85 0.96 2.17
C -2.52653 -1.29280 2.85820 -0.34 -0.15 0.55
C -3.54162 -1.33625 1.89476 0.43 -0.05 0.00
C -4.77093 -1.89630 2.20254 -0.53 -0.13 0.17
C -5.01761 -2.40738 3.48040 0.28 -0.01 0.12
C -4.02048 -2.30681 4.46964 -0.22 -0.06 0.08
C -2.77818 -1.72806 4.17833 -0.48 -0.22 -0.25
C -1.04895 1.12250 3.01963 -0.07 0.10 0.06
C -2.32898 1.70736 3.20673 0.79 0.34 0.27
C -2.42541 3.09477 3.41718 0.56 0.05 -0.11
C -1.27627 3.91557 3.43072 -0.02 -0.51 -0.39
C -0.01284 3.32435 3.23707 0.12 -0.28 0.12
C 0.11258 1.92887 3.06323 -0.47 0.39 -0.05
H 2.77999 -3.63048 5.50084 0.07 -0.01 0.23
H 1.25173 -4.75093 3.87712 0.10 0.33 0.34
H -0.50874 -3.41152 2.76173 0.58 0.21 0.04
H 0.81453 0.13080 4.84719 0.19 -0.26 -0.35
H 2.55887 -1.19586 5.99641 -0.08 -0.14 0.07
H -3.35408 -0.93861 0.89056 0.01 -0.25 0.43
H -5.54596 -1.93723 1.43001 0.27 -0.02 0.33
H -5.98013 -2.89518 3.70426 0.59 0.34 -0.08
H -4.22067 -2.69757 5.48240 0.13 0.29 -0.62
H -2.02773 -1.63467 4.98352 -0.39 -0.10 -0.68
H -3.23849 1.09083 3.23409 0.53 0.33 -0.20
H -3.40792 3.55488 3.52735 0.23 -0.16 0.05
H -1.36494 5.01356 3.53073 0.03 -0.82 0.01
H 0.90322 3.94233 3.20524 -0.66 -0.35 0.12
H 1.11676 1.46966 2.94424 -0.90 0.53 -0.08
```
Positions in Å, forces in eV/Å.

## Properties
Charge = 0
HOMO-LUMO gap (spin up / spin down) = 0.231 / 0.247 hartree
LUMO energy (spin up / spin down) = 0.3 / -0.2 eV
⟨S²⟩ = 2.02
Spin multiplicity = 3